1.
Here is the molecule C11H17NO2S from OMol25. Energies are from ωB97M-V with the def2-TZVPD basis set.

ΔE to the lowest compared entry with this formula, charge and spin   6.96 kcal/mol
LUMO   0.02741 Ha
E   -28103.041 eV
SMILES   CCC[C@@H](C)NS(=O)(=O)c1ccccc1
Max |F|   0.88 eV/Å

CARTESIAN COORDINATES (ANGSTROEM)
C -1.370 2.526 -2.444
C -2.271 1.474 -1.807
C -2.362 1.608 -0.286
C -1.079 1.205 0.449
C -1.208 1.438 1.954
N -0.733 -0.184 0.208
S 0.405 -0.589 -0.940
O 1.073 0.603 -1.378
O -0.196 -1.458 -1.913
C 1.532 -1.543 0.066
C 2.447 -0.871 0.851
C 3.299 -1.595 1.668
C 3.222 -2.980 1.689
C 2.300 -3.644 0.895
C 1.446 -2.921 0.078
H -1.446 2.473 -3.527
H -1.661 3.526 -2.127
H -0.333 2.354 -2.173
H -3.279 1.566 -2.220
H -1.895 0.481 -2.066
H -2.598 2.643 -0.029
H -3.178 0.980 0.085
H -0.234 1.780 0.063
H -1.360 2.494 2.157
H -0.306 1.107 2.462
H -2.053 0.880 2.352
H -1.525 -0.806 0.172
H 2.486 0.206 0.799
H 4.022 -1.084 2.285
H 3.887 -3.544 2.325
H 2.248 -4.722 0.912
H 0.724 -3.401 -0.562

=====

2.
Here is the molecule C3H6BrO3P in a non-equilibrium geometry from OMol25. Energies are from ωB97M-V with the def2-TZVPD basis set.

ΔE to the lowest compared entry with this formula, charge and spin   24.79 kcal/mol
LUMO   0.01257 Ha
E   -88682.563 eV
SMILES   O=P(O)(O)C/C=C\Br
Max |F|   4.37 eV/Å

CARTESIAN COORDINATES (ANGSTROEM)
O -0.221 0.025 -1.519
P -1.020 0.125 -0.277
O -2.140 -0.949 -0.208
O -1.712 1.577 -0.216
C 0.124 0.086 1.181
C 1.404 0.523 0.491
C 1.851 -0.345 -0.406
Br 1.228 -2.125 -0.632
H -1.917 -1.910 -0.057
H -2.127 1.802 -1.030
H -0.106 0.838 1.883
H 0.047 -0.997 1.415
H 1.757 1.505 0.444
H 2.833 -0.155 -1.069

=====

3.
Here is a structure of composition C5H12N2O from OMol25. Energies are from ωB97M-V with the def2-TZVPD basis set.

ΔE to the lowest compared entry with this formula, charge and spin   90.20 kcal/mol
LUMO   0.02925 Ha
E   -10404.513 eV
Max |F|   0.34 eV/Å

CARTESIAN COORDINATES (ANGSTROEM)
C -1.920 -0.253 -1.423
C -0.994 -0.784 0.894
N -2.022 -0.173 1.539
C -0.866 -0.835 -0.511
O 0.056 -1.082 1.600
H 0.897 -0.660 0.973
H -1.977 -0.115 2.543
H -2.925 -0.111 1.102
H -0.369 -1.734 -0.867
H -2.205 0.756 -1.113
H -2.831 -0.862 -1.461
H -1.541 -0.184 -2.443
C 2.095 1.520 0.245
C 1.761 0.080 -0.070
N 2.527 -0.735 -0.683
H 3.433 -0.312 -0.931
H 0.379 -0.198 -0.400
H 1.315 2.184 -0.141
H 3.058 1.827 -0.182
H 2.128 1.672 1.328

=====

4.
Here is the ion C3H5N4O2S with charge -1 in a non-equilibrium geometry from OMol25. Energies are from ωB97M-V with the def2-TZVPD basis set.

ΔE to the lowest compared entry with this formula, charge and spin   79.49 kcal/mol
LUMO (alpha / beta)   0.11273 / 0.11273 Ha
E   -24079.394 eV
SMILES   [O-][C@]1(O)CC(=S)N=NNN1
Charge   -1
Max |F|   3.87 eV/Å

CARTESIAN COORDINATES (ANGSTROEM)
O 1.681 -1.581 -0.448
C 0.759 -1.003 0.132
O 0.219 -1.620 1.314
C -0.531 -0.578 -0.886
C -1.701 0.148 -0.288
S -3.164 -0.547 0.026
N -1.443 1.418 0.054
N -0.390 2.067 0.120
N 0.875 1.670 0.130
N 1.388 0.401 0.595
H -0.703 -1.392 1.096
H -0.149 -0.073 -1.752
H -0.779 -1.499 -1.251
H 1.550 2.314 0.467
H 2.389 0.276 0.691

=====

- Number 2 is which compound?
  C3H6BrO3P